# 1
The following is a quantum chemistry calculation of a cluster of 7 separate species, C36H90ClN6O16 in total at a distorted geometry, from the Open Molecules 2025 dataset.

Element x y z (Å)
Cl -12.25378 -15.15550 -24.94413
O -11.38733 -15.10371 -26.06460
O -13.52737 -14.69701 -25.46443
O -12.37701 -16.49066 -24.36127
O -11.78079 -14.27117 -23.94930
C -12.14446 -17.22727 -29.14739
O -13.30233 -17.83200 -29.67803
C -14.26833 -16.83925 -30.11631
C -15.48165 -17.51895 -30.67118
N -16.26413 -18.23439 -29.63938
C -17.63348 -18.52427 -29.98258
C -18.32637 -19.36523 -28.85053
O -17.53486 -20.54707 -28.68297
C -17.93765 -21.35866 -27.61079
H -12.36306 -16.68921 -28.22500
H -11.75495 -16.46886 -29.82650
H -11.28080 -17.88985 -29.09095
H -13.74286 -16.24203 -30.86150
H -14.52783 -16.16598 -29.29932
H -15.21516 -18.16004 -31.51148
H -16.09256 -16.72540 -31.10150
H -15.88303 -19.10683 -29.30217
H -17.58668 -19.08268 -30.91751
H -18.13848 -17.56169 -30.06319
H -19.31748 -19.71867 -29.13494
H -18.31333 -18.81505 -27.90967
H -18.91778 -21.83041 -27.68080
H -17.84870 -20.81007 -26.67311
H -17.18226 -22.14035 -27.53056
C -16.58129 -21.43503 -20.05214
O -15.38348 -21.46034 -20.85939
C -14.64200 -22.65096 -20.69589
C -13.28434 -22.56610 -21.37567
N -12.54476 -21.34376 -21.03698
C -11.19847 -21.36580 -21.61868
C -11.10287 -20.65018 -23.05402
O -11.34035 -19.28293 -23.03208
C -10.16032 -18.57655 -22.61251
H -16.25678 -21.32641 -19.01725
H -17.13367 -22.37175 -20.12650
H -17.22202 -20.57294 -20.23752
H -15.28087 -23.47131 -21.02298
H -14.41780 -22.76176 -19.63497
H -13.53793 -22.67382 -22.43027
H -12.76322 -23.48698 -21.11392
H -12.39173 -21.47594 -20.04743
H -10.78226 -22.37313 -21.60591
H -10.54638 -20.90482 -20.87680
H -11.87468 -21.08725 -23.68755
H -10.12802 -20.83650 -23.50464
H -10.26738 -17.49329 -22.55609
H -9.35623 -18.81989 -23.30701
H -9.81025 -18.89873 -21.63182
C -18.02735 -20.18432 -22.94439
O -17.15518 -19.13305 -23.27853
C -17.96022 -17.97666 -23.76007
C -16.92012 -16.93231 -24.05019
N -15.64545 -17.28458 -24.68846
C -15.86933 -18.20178 -25.78338
C -14.50959 -18.50917 -26.51189
O -13.52243 -19.07084 -25.62074
C -12.34761 -19.47382 -26.26591
H -17.51734 -21.03394 -22.49035
H -18.34609 -20.56680 -23.91403
H -18.90759 -19.95428 -22.34410
H -18.64739 -17.54963 -23.02963
H -18.41129 -18.20241 -24.72634
H -16.60992 -16.45033 -23.12306
H -17.34942 -16.07511 -24.56886
H -15.23384 -16.43717 -25.05257
H -16.64327 -17.85425 -26.46775
H -16.23517 -19.15056 -25.39086
H -14.15488 -17.61258 -27.02023
H -14.74527 -19.29803 -27.22621
H -12.69977 -20.25894 -26.93499
H -11.56138 -19.88393 -25.63207
H -11.89599 -18.70197 -26.88910
C -7.24245 -4.82396 -24.02874
O -8.28344 -5.38195 -23.18512
C -9.60213 -5.29431 -23.74753
C -10.52476 -6.36583 -23.23298
N -9.95902 -7.63148 -23.64979
C -10.61317 -8.74764 -22.98511
C -12.12604 -8.85648 -23.22135
O -12.82667 -9.81583 -22.44575
C -12.37141 -11.17945 -22.31213
H -6.92354 -5.54895 -24.77760
H -6.42805 -4.69741 -23.31540
H -7.41207 -3.87340 -24.53447
H -9.65914 -5.38193 -24.83251
H -10.00118 -4.30418 -23.52729
H -11.50665 -6.20573 -23.67836
H -10.57186 -6.12427 -22.17113
H -8.98087 -7.72327 -23.41550
H -10.55257 -8.54994 -21.91490
H -10.07218 -9.62732 -23.33383
H -12.28851 -9.18556 -24.24770
H -12.63087 -7.89443 -23.13362
H -11.29182 -11.24165 -22.17531
H -12.63052 -11.76527 -23.19405
H -12.82139 -11.67804 -21.45363
C -5.80279 -22.13798 -26.92777
O -7.22827 -21.93822 -27.09463
C -7.70729 -21.67346 -28.39134
C -9.07481 -21.00445 -28.32838
N -9.16286 -19.56894 -27.98893
C -8.53953 -19.23062 -26.75018
C -9.04241 -17.76821 -26.35819
O -8.14140 -17.17948 -25.44206
C -8.58539 -16.00897 -24.71507
H -5.48935 -22.97246 -27.55507
H -5.60137 -22.47860 -25.91214
H -5.30345 -21.22009 -27.23801
H -7.76066 -22.53989 -29.05054
H -6.97071 -20.99988 -28.82934
H -9.65497 -21.55718 -27.58946
H -9.65519 -21.21077 -29.22766
H -8.58241 -19.17882 -28.71762
H -7.45142 -19.25741 -26.80858
H -8.80040 -19.87590 -25.91134
H -10.06179 -17.79832 -25.97342
H -9.09904 -17.05233 -27.17820
H -8.66307 -15.25015 -25.49371
H -7.80311 -15.73939 -24.00553
H -9.57224 -16.17901 -24.28459
C -12.38902 -15.79849 -16.77270
O -12.06930 -16.43234 -18.01079
C -12.03302 -17.82979 -17.93989
C -11.89390 -18.44599 -19.38183
N -12.65726 -17.73372 -20.49241
C -11.95862 -16.47422 -20.78056
C -12.99434 -15.27665 -20.71552
O -13.94732 -15.35899 -21.76297
C -14.91485 -14.34502 -21.89853
H -13.23463 -16.25252 -16.25607
H -12.58559 -14.72800 -16.83204
H -11.53138 -15.95908 -16.11942
H -12.99435 -18.20655 -17.59061
H -11.29747 -18.20748 -17.22967
H -12.31519 -19.45028 -19.33678
H -10.85130 -18.60433 -19.65754
H -13.47790 -17.45522 -19.97366
H -11.61940 -16.41846 -21.81493
H -11.06123 -16.29590 -20.18811
H -12.42362 -14.35751 -20.84803
H -13.47477 -15.25082 -19.73745
H -14.37462 -13.45202 -22.21286
H -15.52172 -14.15574 -21.01310
H -15.52345 -14.57735 -22.77245

Values from the calculation:
Net charge: -1
LUMO energy (eV): 2.34
Energy above the lowest of the compared OMol25 structures with the same formula, charge and spin (kcal/mol): 116.8

***

# 2
The following is a quantum chemistry calculation of an isolated molecule of C5H9NO at a distorted geometry, from the Open Molecules 2025 dataset.

Element x y z (Å)
C -1.70414 -1.14313 -0.05395
C -0.56884 -0.28010 -0.52580
C -0.68521 1.26915 -0.42557
C 0.63807 1.22313 0.34640
C 0.78119 -0.22376 0.16912
N 1.71957 -1.04292 0.41690
O 2.90706 -0.27056 0.48383
H -2.55436 -1.03508 -0.73358
H -2.03240 -0.85656 0.95187
H -1.39306 -2.18907 -0.03676
H -0.24548 -0.53994 -1.53691
H -0.70089 1.76463 -1.40770
H -1.51118 1.68374 0.16196
H 0.31421 0.62018 1.36913
H 1.44925 1.95958 0.19928
H 3.58621 -0.93928 0.62179

Values from the calculation:
Net charge: 0
LUMO energy (eV): 1.04
SMILES: C[C@H]1CC/C1=N\O
Energy above the lowest of the compared OMol25 structures with the same formula, charge and spin (kcal/mol): 109.6

***

# 3
The following is a quantum chemistry calculation of the ion C21H29OSi with charge +1 at a distorted geometry, from the Open Molecules 2025 dataset.

Element x y z (Å)
C -1.70889 -0.61393 2.55589
C -0.84273 0.16468 1.49118
C -0.60222 1.62064 1.97054
C 0.35249 -0.64640 1.52331
O 1.51993 -0.06827 1.64068
Si 3.11102 -0.60989 1.40934
C 4.17641 0.87994 1.01408
C 3.58107 -1.33717 3.05795
C 3.06140 -1.83692 0.01472
H -2.55009 0.01731 2.90563
H -2.14657 -1.60534 2.19164
H -1.08745 -0.85267 3.50105
H -1.53579 1.96692 2.39003
H 0.13062 1.65388 2.83222
H -0.25783 2.37316 1.19085
H 0.36618 -1.75952 1.74268
H 5.23599 0.62941 0.81721
H 3.83279 1.43979 0.13356
H 4.18831 1.58898 1.85445
H 4.56003 -1.82877 2.95427
H 3.68481 -0.55868 3.82816
H 2.87898 -2.08603 3.45213
H 4.05943 -2.29988 -0.01546
H 2.32374 -2.65517 0.13706
H 2.87658 -1.40091 -0.98213
C 0.53833 3.98630 -3.78711
C -0.14594 2.94755 -2.93155
C -0.82508 3.37530 -1.79376
C -1.44203 2.46695 -0.93926
C -1.26137 1.03781 -1.04565
C -1.73341 0.21496 0.09636
C -2.16100 -1.20551 -0.27444
C -3.47826 -1.70719 0.05451
C -3.79341 -3.05848 -0.15953
C -2.92834 -3.88407 -0.85195
C -1.74128 -3.35186 -1.33142
C -1.37742 -2.02968 -1.06492
C -0.84640 0.67284 -2.38539
C -0.20628 1.59051 -3.23251
H 1.15818 3.51209 -4.54027
H -0.17629 4.63325 -4.29931
H 1.17994 4.67823 -3.23344
H -0.79873 4.44156 -1.58139
H -2.05141 2.86269 -0.12800
H -2.70766 0.76853 0.49739
H -4.25935 -1.05497 0.48418
H -4.72936 -3.45242 0.24447
H -3.19341 -4.93309 -1.04051
H -1.05888 -3.96975 -1.92086
H -0.44181 -1.64853 -1.52329
H -1.01054 -0.32457 -2.78307
H 0.28302 1.25636 -4.14030

Values from the calculation:
Net charge: +1
LUMO energy (eV): -4.84
Energy above the lowest of the compared OMol25 structures with the same formula, charge and spin (kcal/mol): 16.2

***

# 4
The following is a quantum chemistry calculation of a structure of composition CH3ClN2 at a distorted geometry, from the Open Molecules 2025 dataset.

Element x y z (Å)
C -2.05150 0.81252 -0.07544
N -1.32836 1.68610 -0.15237
N -2.62141 -0.26430 0.19593
Cl -4.18771 -0.64008 -0.16571
H -1.10885 2.49757 2.12190
H -0.79126 2.36317 -0.58673
H -0.92567 2.82208 2.83330

Values from the calculation:
Net charge: 0
LUMO energy (eV): 0.82
Energy above the lowest of the compared OMol25 structures with the same formula, charge and spin (kcal/mol): 94.3

***

Which of these has the highest energy above the lowest of the compared OMol25 structures with the same formula, charge and spin?
C36H90ClN6O16

***

net charge of number 2 (C5H9NO)?
0